1) 22
Properties=species:S:1:pos:R:3 method="wB97M-V/def2-TZVPD" total_charge=-1
C 0.47 1.23 -2.39
C 0.99 -0.09 -1.79
N 1.56 -0.08 -0.44
C 0.28 -1.53 1.10
C 0.63 -0.10 0.74
C -0.66 0.77 0.55
O -1.26 1.11 1.74
H 1.00 2.10 -2.03
H -0.60 1.31 -2.20
H 0.54 1.15 -3.49
H 1.82 -0.42 -2.42
H 0.21 -0.87 -1.78
H 2.16 0.74 -0.33
H 0.88 -2.32 0.60
H 0.41 -1.71 2.17
H -0.76 -1.74 0.87
H 1.15 0.43 1.53
H -0.24 1.65 0.04
H -1.35 0.18 -0.05
H -2.18 0.13 2.16
H -2.22 -1.26 2.94
O -2.83 -0.67 2.48

=====

2) 22
Properties=species:S:1:pos:R:3 method="wB97M-V/def2-TZVPD" total_charge=-1
C 2.41 0.19 -0.39
N 1.21 -0.59 0.03
C 0.84 -1.47 -1.11
C -0.59 1.06 -0.69
C 0.02 0.20 0.42
C 0.26 1.15 1.78
O -0.03 2.43 1.61
H 2.16 1.20 -0.68
H 2.76 -0.26 -1.34
H 3.21 -0.10 0.29
H 0.71 -0.98 -2.09
H 1.62 -2.22 -1.11
H -0.07 -2.01 -0.85
H -0.94 0.65 -1.65
H -1.28 1.73 -0.17
H 0.19 1.71 -1.11
H -0.66 -0.57 0.76
H -0.37 0.55 2.49
H 1.35 1.09 2.11
H -3.74 -0.71 0.63
H -4.67 -1.82 0.90
O -4.40 -1.24 0.18

=====

3) 22
Properties=species:S:1:pos:R:3 method="wB97M-V/def2-TZVPD" total_charge=-1
C 0.17 -0.51 0.64
N 0.65 0.45 -0.39
C 0.90 1.75 0.27
O 1.87 1.62 1.24
C -0.26 -1.84 -0.05
C -1.58 -1.71 -0.82
C -1.45 -1.31 -2.28
H 0.98 -0.69 1.35
H -0.76 -0.05 0.96
H 1.48 0.09 -0.83
H 1.17 2.53 -0.47
H -0.03 2.16 0.71
H -0.36 -2.51 0.79
H 0.56 -2.13 -0.72
H -1.99 -2.74 -0.82
H -2.21 -1.01 -0.28
H -1.06 -0.30 -2.37
H -2.42 -1.43 -2.77
H -0.65 -1.89 -2.75
H 1.88 3.40 3.63
H 1.72 2.65 2.15
O 1.39 3.49 2.80

=====

Most stable: 3). Least stable: 2).

=====

1) 16
Properties=species:S:1:pos:R:3 method="wB97M-V/def2-TZVPD" spin_multiplicity=2 total_charge=+2
O 2.40 1.38 -0.31
C 2.59 0.07 -0.03
O 1.33 -0.41 0.59
C 0.47 -1.24 -0.19
C -0.93 -0.84 0.06
O -1.10 0.54 -0.02
C -2.46 1.00 0.01
Y 0.69 1.72 0.40
H 3.36 -0.11 0.74
H 2.78 -0.56 -0.91
H 0.09 -2.31 0.16
H -1.64 -1.35 0.72
H -2.43 2.09 -0.05
H -3.00 0.58 -0.86
H -2.93 0.67 0.94
H 0.77 -1.23 -1.25

=====

2) 16
Properties=species:S:1:pos:R:3 method="wB97M-V/def2-TZVPD" spin_multiplicity=2 total_charge=+2
C -1.08 -3.29 -0.44
C -1.97 -0.31 0.11
O -1.58 -0.40 -1.12
O -0.23 -3.01 -1.38
H -1.98 -3.88 -0.69
H -0.68 -3.43 0.58
H -2.06 -1.03 0.93
Y 0.55 -0.96 -1.42
O 1.63 0.42 0.06
C 1.55 1.45 0.75
C 1.49 2.81 0.15
H -2.00 0.79 0.61
H 2.32 3.40 0.56
H 0.54 3.27 0.48
H 1.51 2.79 -0.95
H 1.99 1.40 1.76

=====

Most stable: 2). Least stable: 1).

=====

1) 11
Properties=species:S:1:pos:R:3 method="wB97M-V/def2-TZVPD" total_charge=+1
C -0.34 1.12 0.17
C 0.94 1.29 0.92
C 0.19 -0.22 -0.49
N -0.38 -1.58 -0.56
O 1.38 0.10 0.51
H -1.35 1.21 0.71
H -0.54 1.86 -0.72
H 1.59 1.94 1.47
H 0.43 -2.30 -0.70
H -0.85 -1.49 -1.48
H -1.07 -1.93 0.16

=====

2) 11
Properties=species:S:1:pos:R:3 method="wB97M-V/def2-TZVPD" total_charge=+1 smiles=[NH3+][C@@]12C[C@@H]1O2
N 1.11 -0.54 0.50
C -0.22 -0.14 0.39
C -1.21 1.08 -0.11
C -1.33 -0.38 -0.39
O -1.29 -0.88 0.97
H 1.72 -0.22 1.31
H 1.61 -0.26 -0.42
H 1.25 -1.50 0.51
H -0.65 1.54 -0.92
H -1.78 1.73 0.58
H -1.62 -1.17 -1.16

=====

Most stable: 2). Least stable: 1).

=====

1) 11
Properties=species:S:1:pos:R:3 method="wB97M-V/def2-TZVPD" total_charge=+1
C -0.60 -1.39 0.05
C -1.06 1.08 -0.01
C 2.73 0.04 -0.14
N -0.21 -0.15 -0.01
O 3.82 0.19 0.04
H -1.72 -1.63 0.20
H 0.09 -2.31 -0.24
H -1.05 1.53 1.01
H -0.69 1.88 -0.53
H -2.12 0.82 -0.27
H 0.82 -0.07 -0.09

=====

2) 11
Properties=species:S:1:pos:R:3 method="wB97M-V/def2-TZVPD" total_charge=+1
C -1.70 0.32 -2.00
C 1.30 0.30 0.62
C 0.28 -0.35 -0.14
N 0.08 -0.18 1.27
O -2.13 -0.63 -2.41
H -1.90 1.42 -2.00
H 2.19 -0.38 0.90
H 1.63 1.37 0.72
H 0.68 -1.25 -0.50
H 0.06 -1.09 1.86
H -0.49 0.46 1.68

=====

Most stable: 1). Least stable: 2).

=====

1) 10
Properties=species:S:1:pos:R:3 method="wB97M-V/def2-TZVPD" smiles=FC(F)NC(F)(F)F
F 1.64 -0.77 0.86
C 0.74 -0.56 -0.11
F 1.33 -0.16 -1.20
N -0.26 0.31 0.30
C -1.64 0.07 0.17
F -2.02 -0.60 -0.93
F -2.36 1.16 0.14
F -2.09 -0.62 1.29
H 0.38 -1.66 -0.32
H -0.08 0.93 1.19

=====

2) Molecular formula: C2H2F5N
Method: DFT, the ωB97M-V functional and the def2-TZVPD basis

```
10
C2H2F5N the ωB97M-V functional and the def2-TZVPD basis
C 0.09 1.43 0.73
C -0.39 -1.66 -0.99
N 1.09 0.82 0.03
F -0.27 0.86 1.93
F -1.06 1.51 0.01
F -0.50 -1.41 -2.27
F -1.52 -1.73 -0.35
F 0.45 -2.63 -0.71
H 0.37 2.49 0.98
H 1.74 0.32 0.63
```

=====

Most stable: 1). Least stable: 2).

=====

1) 8
Properties=species:S:1:pos:R:3 method="wB97M-V/def2-TZVPD" total_charge=-1 smiles="O=C([O-])C1(O)SS1"
O 1.51 1.37 0.09
C 0.34 1.31 -0.06
O -0.63 2.04 -0.07
C -0.26 -0.30 -0.11
O 0.78 -1.62 -0.24
S -1.57 -0.72 0.97
S -1.64 -0.60 -1.08
H 1.47 -1.49 0.50

=====

2) 8
Properties=species:S:1:pos:R:3 method="wB97M-V/def2-TZVPD" total_charge=-1
C -0.34 0.99 -0.07
C -1.04 -0.29 0.18
O -0.95 1.80 -0.73
O 0.74 1.07 0.55
O 1.92 -1.05 -0.45
S -2.55 -0.42 0.53
S 0.65 -1.98 0.01
H 1.56 -0.12 -0.02

=====

Most stable: 1). Least stable: 2).